Computed, not measured: C58H71ClFGeN4O6PbSb as an isolated structure, with the ωB97M-V functional and the def2-TZVPD basis.

Properties
Total charge = +1
ΔE to the lowest compared entry with this formula, charge and spin = 0.005 eV
F_max = 0.8 eV/Å
E_tot = -163083.8704 eV
Kohn-Sham gap (spin up / spin down) = 8.4 / 6.8 eV
2S+1 = 2
<S²> = 0.80
LUMO (spin up / spin down) = -1.88 / -3.58 eV

CARTESIAN COORDINATES (ANGSTROEM)
Pb 0.16336 -0.45663 -0.17402
C -4.80801 6.69798 0.15413
C -5.31442 5.43691 0.44097
C -4.51767 4.49943 1.08026
C -3.20768 4.81340 1.44578
C -2.71730 6.08946 1.17186
C -3.51320 7.02718 0.52683
Ge -1.99749 3.47361 2.17253
C -0.26770 4.25628 2.57192
C 0.04813 4.49609 3.90887
C 1.23392 5.13781 4.24597
C 2.10090 5.56007 3.24882
C 1.78408 5.34122 1.91413
C 0.60861 4.68758 1.57843
C -2.67419 2.39565 3.63159
C -1.77163 1.67760 4.41569
C -2.19792 1.03720 5.56911
C -3.53419 1.09419 5.94052
C -4.44349 1.79094 5.15747
C -4.01386 2.45166 4.01494
H -5.42381 7.42340 -0.36099
H -6.32831 5.18296 0.16012
H -4.91588 3.50971 1.27071
H -1.70806 6.35572 1.46450
H -3.12096 8.01318 0.31453
H -0.63384 4.18969 4.69268
H 1.47602 5.30885 5.28718
H 3.01956 6.06842 3.51260
H 2.45310 5.68361 1.13578
H 0.38188 4.50038 0.53352
H -0.73437 1.61506 4.11404
H -1.48793 0.48953 6.17618
H -3.86832 0.60696 6.84734
H -5.48548 1.83601 5.44623
H -4.72336 3.02710 3.43604
C -0.26261 1.92982 -5.12257
C -0.67935 0.48794 -5.00793
C -1.13318 -0.20266 -6.13751
C -1.50543 -1.54656 -6.06629
C -1.99201 -2.27675 -7.29038
C -1.44639 -2.19931 -4.85071
C -1.01712 -1.53758 -3.66348
C -0.60252 -0.18105 -3.81090
N -0.98176 -2.03390 -2.41568
C -1.64473 -3.27881 -2.03405
C -1.56065 -3.35026 -0.50456
C -2.22540 -4.60645 0.05786
C -1.54042 -5.84626 -0.52268
C -1.64356 -5.79813 -2.04968
C -3.12067 -5.78549 -2.45706
C -3.81245 -4.55462 -1.85999
C -3.70510 -4.59959 -0.33303
C -3.14631 -3.28432 -2.39678
C -0.93969 -4.54243 -2.57704
H 0.68440 2.01054 -5.66109
H -0.13349 2.38147 -4.13908
H -1.00416 2.50515 -5.67743
H -1.18993 0.31640 -7.08791
H -1.71464 -1.75019 -8.20182
H -3.08002 -2.36248 -7.27131
H -1.57927 -3.28418 -7.33460
H -1.71664 -3.24205 -4.83118
H -0.26869 0.35174 -2.93075
H -2.06550 -2.46775 -0.10369
H -0.50820 -3.31921 -0.19259
H -2.12556 -4.60187 1.14760
H -2.02187 -6.75153 -0.14423
H -0.49098 -5.87421 -0.21494
H -1.15298 -6.67417 -2.48115
H -3.60730 -6.69274 -2.08991
H -3.21413 -5.78036 -3.54745
H -4.86425 -4.54771 -2.15726
H -4.20034 -5.49534 0.05080
H -4.20507 -3.73030 0.10616
H -3.60740 -2.39586 -1.95171
H -3.29648 -3.22111 -3.47321
H -0.91809 -4.56538 -3.66471
H 0.10071 -4.52763 -2.23581
Cl -0.91407 -3.82203 5.21389
C -1.59415 -2.77783 4.02251
C -2.95200 -2.51644 4.00533
C -3.43942 -1.65106 3.03820
C -2.55168 -1.09524 2.13654
N -1.24915 -1.38313 2.12992
C -0.77102 -2.20473 3.05991
H -3.60837 -2.97381 4.73318
H -4.49245 -1.41124 2.98714
H -2.89256 -0.38672 1.38753
H 0.29087 -2.41953 3.04923
C 3.44160 1.77102 -3.71493
C 3.66919 0.28604 -3.44741
C 2.95673 -0.59133 -4.47180
Sb 3.04747 -0.16004 -1.40571
C 3.89200 -2.14446 -1.15742
C 5.14594 -2.35411 -1.99669
C 2.81102 -3.18318 -1.46182
C 4.56631 1.07808 -0.45894
C 3.91479 2.33741 0.10328
C 5.31193 0.30130 0.62121
H 3.69740 2.01478 -4.74984
H 4.05549 2.39934 -3.06696
H 2.39512 2.04872 -3.55946
H 4.74044 0.07240 -3.47426
H 1.87416 -0.46635 -4.42026
H 3.17871 -1.64991 -4.32645
H 3.27560 -0.32671 -5.48448
H 4.14363 -2.19847 -0.09621
H 4.91450 -2.36378 -3.06285
H 5.60436 -3.31568 -1.75122
H 5.89435 -1.57957 -1.82123
H 2.42182 -3.07869 -2.47808
H 1.96832 -3.09469 -0.76931
H 3.21553 -4.19420 -1.36557
H 5.25610 1.34973 -1.26153
H 3.14674 2.09031 0.84023
H 3.44237 2.93546 -0.67984
H 4.66551 2.96159 0.59749
H 4.61278 -0.12059 1.34472
H 6.00156 0.96341 1.15337
H 5.89985 -0.51557 0.20222
F 6.88731 0.87246 3.90109
C 5.77088 0.14746 4.00954
C 4.57528 0.71050 3.82798
N 3.40074 -0.00253 3.92439
C 2.13386 0.62812 3.61610
C 1.60536 0.31747 2.21451
O 0.60107 0.97431 1.84719
O 2.17135 -0.55364 1.51330
C 3.40461 -1.35956 4.18142
O 2.38774 -2.01449 4.27688
N 4.65758 -1.90441 4.34817
C 5.90615 -1.27191 4.31128
O 6.92815 -1.87662 4.50962
H 4.48976 1.76211 3.58865
H 2.24011 1.70732 3.71712
H 1.37795 0.28096 4.32224
H 4.67365 -2.89457 4.55194
C -2.11142 3.55667 -1.31857
C -1.48602 2.45060 -0.51727
O -0.70813 1.67133 -1.08506
O -1.81382 2.27052 0.72163
H -1.78211 4.52768 -0.94383
H -3.19629 3.52643 -1.21927
H -1.82232 3.45019 -2.35928

Forces on atoms 1 to 2 (eV/Å):
-0.15 0.19 0.68
0.02 0.01 -0.01